1.
DFT (wB97M-V/def2-TZVPD) results for C18H16O5 in the gas phase.

Structure (SMILES): COc1ccc(OC)c(C(=O)C[C@@H]2OC(=O)c3ccccc32)c1
Energy relative to the best compared isomer or geometry (same formula, charge and spin): 0.184 eV
E_tot: -1071.7155 Ha
Orbital gap: 0.31881 hartree

Positions of all 39 atoms, in Å:
1 C -4.8788 -2.1006 0.8465
2 O -3.7283 -1.9987 0.0424
3 C -3.0434 -0.8239 0.0368
4 C -3.3613 0.2970 0.7938
5 C -2.5898 1.4439 0.7002
6 C -1.4724 1.5085 -0.1226
7 O -0.7005 2.6215 -0.2546
8 C -1.0566 3.7935 0.4405
9 C -1.1323 0.3713 -0.8843
10 C 0.0153 0.2793 -1.8250
11 O -0.0323 -0.4520 -2.7879
12 C 1.2613 1.0866 -1.5296
13 C 1.8248 0.8063 -0.1293
14 O 2.9267 1.6767 0.1209
15 C 4.0798 0.9899 0.3134
16 O 5.1320 1.5273 0.5159
17 C 3.7620 -0.4517 0.2414
18 C 4.5766 -1.5624 0.3825
19 C 3.9836 -2.8091 0.2750
20 C 2.6195 -2.9319 0.0391
21 C 1.8054 -1.8167 -0.1013
22 C 2.3969 -0.5740 -0.0001
23 C -1.9356 -0.7597 -0.8019
24 H -4.6403 -1.9802 1.9084
25 H -5.2669 -3.1035 0.6777
26 H -5.6378 -1.3666 0.5575
27 H -4.2108 0.3025 1.4579
28 H -2.8783 2.2973 1.2925
29 H -2.0475 4.1517 0.1457
30 H -0.3074 4.5327 0.1618
31 H -1.0266 3.6445 1.5243
32 H 2.0164 0.8371 -2.2787
33 H 1.0279 2.1491 -1.5981
34 H 1.0610 1.0118 0.6295
35 H 5.6324 -1.4451 0.5683
36 H 4.5860 -3.6993 0.3762
37 H 2.1824 -3.9161 -0.0388
38 H 0.7477 -1.9206 -0.2853
39 H -1.6906 -1.6163 -1.4106

Cartesian forces, eV/Å:
-0.148 -0.020 0.109
0.218 -0.015 -0.176
0.129 0.229 0.023
-0.111 -0.371 -0.108
0.267 0.299 -0.029
-0.161 -0.235 0.024
0.038 -0.266 -0.163
-0.024 0.217 0.143
-0.590 -0.043 0.236
0.448 0.330 -0.184
-0.032 -0.071 0.041
0.324 0.038 -0.003
-0.560 -0.149 -0.162
-0.008 0.389 -0.082
0.606 -0.114 0.164
-0.212 -0.027 -0.052
-0.633 -0.179 -0.104
-0.056 0.197 -0.022
0.129 -0.020 0.024
-0.129 0.012 -0.022
0.010 -0.017 -0.010
0.593 0.125 0.179
-0.081 0.066 0.143
-0.010 0.013 -0.037
-0.016 0.083 0.051
0.028 -0.010 0.017
-0.083 -0.033 0.053
0.001 0.096 0.026
0.028 -0.044 0.013
-0.081 -0.012 0.056
-0.019 -0.009 -0.041
-0.094 -0.034 0.039
0.025 -0.068 -0.005
0.143 -0.037 -0.074
0.125 -0.002 0.025
0.047 -0.071 0.011
-0.030 -0.093 -0.005
-0.127 -0.077 -0.013
0.045 -0.080 -0.083

natural (NBO) atomic charge list, values in e, 6 entries: -0.252, -0.488, 0.270, -0.275, -0.242, 0.297

2.
DFT (wB97M-V/def2-TZVPD) results for 12 unconnected molecules or ions with the total composition C36H54N6O24S6 in a non-equilibrium geometry.

Structure (SMILES): O=S1(=O)OCCO1.O=S1(=O)OCCO1.O=S1(=O)OCCO1.O=S1(=O)OCCO1.O=S1(=O)OCCO1.O=S1(=O)OCCO1.c1cc[nH]c1.c1cc[nH]c1.c1cc[nH]c1.c1cc[nH]c1.c1cc[nH]c1.c1cc[nH]c1
E_tot: -5927.1359 Ha
Orbital gap: 0.29454 hartree

Positions of all 126 atoms, in Å:
1 O -6.8334 -3.6365 -3.6418
2 S -5.5857 -3.0588 -4.1174
3 O -5.6815 -1.6954 -4.5787
4 O -4.3817 -3.2793 -3.0506
5 C -3.5661 -4.4800 -3.2957
6 C -4.1373 -5.1765 -4.5380
7 O -4.8139 -4.0539 -5.1690
8 H -2.5511 -4.1662 -3.5396
9 H -3.6201 -5.0975 -2.3991
10 H -4.8522 -5.9633 -4.2971
11 H -3.3220 -5.5667 -5.1472
12 O 6.5082 -6.4666 2.6382
13 S 7.0359 -5.4546 1.7328
14 O 7.4222 -5.8957 0.4030
15 O 5.9957 -4.2378 1.5577
16 C 6.6105 -2.9782 1.4446
17 C 7.7431 -3.1044 2.4835
18 O 8.1563 -4.5026 2.4998
19 H 7.0434 -2.8621 0.4510
20 H 5.9352 -2.1401 1.6166
21 H 7.4726 -2.6909 3.4551
22 H 8.6436 -2.5185 2.2993
23 O 6.0067 2.5381 -5.7638
24 S 4.5716 2.6045 -6.0934
25 O 4.0224 3.9312 -6.3400
26 O 4.2309 1.5607 -7.3057
27 C 3.0184 0.8772 -7.1804
28 C 2.7216 0.8256 -5.7049
29 O 3.6120 1.6567 -5.0774
30 H 2.3205 1.5197 -7.7173
31 H 3.0307 -0.1365 -7.5809
32 H 3.1458 -0.1302 -5.3973
33 H 1.6768 1.1107 -5.5813
34 O -3.5153 3.9106 6.3526
35 S -2.3218 4.7264 5.9359
36 O -2.4570 6.1227 5.5571
37 O -1.0689 4.5220 7.0432
38 C 0.0087 3.7832 6.5146
39 C -0.2121 3.8027 4.9947
40 O -1.5626 3.9348 4.7691
41 H 1.0281 4.0860 6.7540
42 H -0.1704 2.8053 6.9615
43 H 0.1990 2.9357 4.4776
44 H 0.2564 4.7415 4.6993
45 O 1.3295 -5.7022 7.3943
46 S 1.1689 -4.8585 6.2303
47 O 1.2286 -3.4212 6.4404
48 O 2.0305 -5.4260 4.9006
49 C 1.3950 -6.5034 4.2059
50 C -0.1370 -6.3628 4.5687
51 O -0.2849 -5.3196 5.5577
52 H 1.6973 -6.6250 3.1658
53 H 1.9372 -7.3465 4.6341
54 H -0.3979 -7.3259 5.0075
55 H -0.6148 -6.3751 3.5891
56 O 0.4193 -1.6727 -0.7218
57 S 0.1931 -0.4459 0.0499
58 O 1.2419 0.5925 0.1233
59 O -1.2371 0.1954 -0.3525
60 C -2.3831 0.0988 0.5278
61 C -1.8383 -0.8830 1.6261
62 O -0.4471 -0.7806 1.5182
63 H -2.6684 1.0703 0.9313
64 H -3.2862 -0.1808 -0.0146
65 H -2.1150 -1.9224 1.4497
66 H -2.1265 -0.4221 2.5709
67 C 5.9457 2.7574 5.3837
68 C 7.0098 3.0219 6.2445
69 C 7.8116 3.9576 5.6626
70 N 7.2283 4.3877 4.4906
71 C 6.1495 3.5728 4.3046
72 H 5.2682 1.9376 5.5718
73 H 7.2974 2.7417 7.2471
74 H 8.7110 4.3513 6.1126
75 H 7.6032 5.0663 3.8431
76 H 5.4966 3.6484 3.4477
77 C -1.3616 4.3237 -7.4019
78 C -2.0748 3.5787 -6.4163
79 C -1.8674 4.1170 -5.1729
80 N -1.0142 5.2246 -5.4321
81 C -0.8210 5.4087 -6.7922
82 H -1.3951 4.1135 -8.4607
83 H -2.6616 2.6890 -6.5908
84 H -2.1574 3.8402 -4.1701
85 H -0.7411 5.9270 -4.7597
86 H -0.1610 6.2115 -7.0859
87 C -6.9921 3.8816 -0.2500
88 C -7.5432 3.6434 1.0252
89 C -8.5796 2.7742 0.9490
90 N -8.7088 2.5032 -0.3784
91 C -7.7703 3.1698 -1.1522
92 H -6.1552 4.4655 -0.6037
93 H -7.1806 4.0898 1.9393
94 H -9.2807 2.3231 1.6354
95 H -9.4243 1.8875 -0.7377
96 H -7.7862 3.1036 -2.2301
97 C 4.1175 -6.1981 -6.3514
98 C 3.0838 -6.0291 -5.4275
99 C 3.5782 -6.4219 -4.1977
100 N 4.8336 -6.9511 -4.3528
101 C 5.0578 -6.9768 -5.7305
102 H 4.0476 -6.0812 -7.4228
103 H 2.1300 -5.6133 -5.7168
104 H 3.2040 -6.3139 -3.1904
105 H 5.3581 -7.3404 -3.5824
106 H 5.9576 -7.3428 -6.2026
107 C 0.8013 8.0571 0.0595
108 C -0.5667 7.8635 0.5683
109 C -1.2253 9.1331 0.5829
110 N -0.1982 10.1069 0.3008
111 C 0.9723 9.4684 -0.0806
112 H 1.4660 7.2128 -0.0485
113 H -1.0481 6.9841 0.9699
114 H -2.1580 9.5456 0.9385
115 H -0.1993 11.1165 0.2716
116 H 1.8041 10.1019 -0.3511
117 C -7.4731 -3.2212 1.8316
118 C -6.8976 -3.0196 3.0741
119 C -6.2009 -4.1614 3.3495
120 N -6.4868 -5.0875 2.4105
121 C -7.2059 -4.4983 1.3978
122 H -8.1423 -2.5120 1.3671
123 H -6.9198 -2.0805 3.6069
124 H -5.6186 -4.4353 4.2168
125 H -6.2249 -6.0629 2.4214
126 H -7.5602 -5.0476 0.5381

Cartesian forces, eV/Å:
2.103 0.237 -0.580
-0.366 -0.974 0.446
1.083 -1.907 0.282
-0.301 0.020 0.067
-0.466 0.343 0.009
-0.774 1.247 0.928
-0.884 0.211 -1.040
-0.094 0.274 0.451
0.154 0.150 -0.074
-0.063 0.090 -0.102
-0.380 0.325 -0.362
0.939 2.167 -1.296
-0.406 -0.627 0.039
0.143 0.958 2.020
-1.246 -1.138 0.119
1.905 0.072 0.078
0.689 0.793 0.039
-1.204 -0.511 -0.723
-0.087 -0.063 -0.164
-0.214 -0.485 0.288
-0.561 -0.995 0.376
-0.002 -0.172 -0.793
-3.601 -0.399 -0.495
0.509 -0.514 -0.079
0.381 -2.443 0.492
2.443 0.916 -0.202
-1.037 1.083 -0.799
0.356 -1.319 -0.830
2.367 3.891 1.075
-0.517 -0.454 -0.070
0.463 0.306 -0.340
-1.493 -0.558 0.479
0.100 -0.477 0.786
3.841 2.749 -1.183
-1.807 -1.168 1.177
0.221 -2.251 0.936
-1.703 1.868 -0.589
-0.698 -2.107 -0.442
2.121 0.875 0.860
-2.212 -0.302 -0.101
-0.396 0.721 0.299
0.505 -0.417 -0.313
-0.184 0.157 0.003
0.333 -0.137 -0.673
0.403 0.786 -1.639
-1.064 -1.049 -0.306
0.113 -2.540 -1.330
-0.020 2.384 1.273
0.456 -0.450 2.001
2.050 -1.857 0.042
0.611 0.395 -1.003
-0.412 1.295 -0.224
-0.894 -0.679 0.336
-0.317 0.222 0.360
-0.901 1.513 0.481
-0.272 2.459 1.587
-1.161 0.327 0.199
-2.722 -2.753 0.070
0.245 0.784 -1.804
0.984 -0.587 0.357
-1.037 1.084 -1.152
2.961 -0.137 0.341
0.760 0.219 0.115
0.457 -0.732 -0.270
-0.354 0.151 0.328
0.080 -0.820 0.237
0.244 -0.539 0.127
1.670 0.709 0.887
0.226 0.867 0.433
0.464 -1.025 0.518
-1.697 0.131 -1.012
-0.421 0.379 -0.487
-0.528 -0.737 -0.070
-0.058 0.347 -0.422
-0.180 -0.321 0.143
0.266 0.178 -0.126
-1.097 -0.130 -0.602
-0.108 -0.759 0.321
1.663 1.683 -1.343
-1.049 -0.038 0.476
0.798 -0.575 1.745
0.122 0.082 0.068
0.041 0.035 -0.109
-0.004 0.075 -0.214
-0.127 -0.292 -0.004
-0.208 -0.116 -0.328
-0.641 -0.502 -1.580
1.266 0.935 1.623
-0.287 -0.140 -0.994
-0.534 -0.532 -1.351
-0.438 -0.265 1.443
-0.031 0.196 0.567
0.016 -0.071 0.011
0.305 0.241 0.185
0.236 0.193 -0.080
0.133 -0.074 0.176
-0.169 -2.189 -0.574
-0.191 0.959 0.887
-0.406 0.329 0.467
-1.024 -0.240 -1.604
1.873 1.134 0.416
0.067 0.134 0.072
-0.032 0.124 0.605
-0.297 -0.050 -0.186
0.072 -0.043 -0.533
0.111 -0.141 0.466
-1.932 1.847 1.006
-0.193 2.948 -0.736
3.439 0.337 0.355
0.017 -2.338 -0.750
-1.114 -1.860 0.812
0.317 0.473 -0.209
0.184 -0.187 -0.437
-0.071 -0.563 -0.008
-0.768 -0.293 0.062
0.119 -0.381 -0.099
-1.345 0.102 -1.431
0.992 0.533 0.307
0.019 -0.388 1.844
0.348 -0.455 -1.279
-0.540 0.035 0.523
0.197 -0.074 -0.314
0.125 -0.247 0.194
-0.031 0.065 -0.044
0.151 0.387 0.064
0.111 0.058 0.123

Mulliken atomic charge list, values in e, 6 entries: -0.531, 1.075, -0.509, -0.261, -0.249, -0.279

3.
DFT (wB97M-V/def2-TZVPD) results for C4H11N3 in the gas phase in a non-equilibrium geometry.

Energy relative to the best compared isomer or geometry (same formula, charge and spin): 6.432 eV
E_tot: -323.0702 Ha
Orbital gap: 0.25116 hartree

Positions of all 18 atoms, in Å:
1 C -1.2714 0.6134 0.8268
2 C 1.6281 0.5148 1.0486
3 C -1.3332 -1.1140 -1.1492
4 N -0.4991 1.7118 1.3097
5 C -0.5532 -0.2814 -0.1861
6 N 1.4676 -1.0060 -1.0975
7 N 0.7302 -0.3118 -0.1387
8 H -0.4817 2.4242 0.5791
9 H 2.4487 -0.7630 -0.9956
10 H 1.1791 -0.7749 -2.0446
11 H -1.5394 -0.0509 1.6613
12 H -2.2301 0.9089 0.3564
13 H 1.0729 1.6893 1.3185
14 H 2.6085 0.2272 0.6808
15 H 1.3740 0.1892 2.0437
16 H -2.3432 -1.2780 -0.7730
17 H -1.4129 -0.6202 -2.1251
18 H -0.8447 -2.0785 -1.3150

Cartesian forces, eV/Å:
0.690 0.462 0.155
-0.641 0.574 -1.560
0.338 -0.024 -0.226
-0.803 1.118 0.064
0.027 -0.188 0.619
0.400 -0.324 0.066
0.557 2.121 1.642
-0.333 0.018 0.013
-0.185 -0.023 0.118
-0.147 0.184 0.233
-0.136 -0.170 -0.016
0.175 -0.152 -0.024
-0.220 -2.785 -1.539
0.317 0.029 0.329
-0.015 -1.035 -0.030
0.043 0.122 0.033
-0.053 -0.009 0.091
-0.014 0.082 0.033

natural (NBO) atomic charge list, values in e, 6 entries: -0.271, -0.511, -0.689, -1.005, 0.341, -0.639